No. 1
DFT (wB97M-V/def2-TZVPD) results for a 10-piece molecular cluster, C21H58O12S9 overall at a distorted geometry.

```
100
Properties=species:S:1:pos:R:3
C 7.44 3.90 -20.45
C 8.32 2.79 -20.83
O 9.60 3.41 -21.09
C 9.50 4.65 -20.42
O 10.55 5.33 -20.37
O 8.32 4.85 -19.95
H 6.69 3.68 -19.69
H 6.97 4.42 -21.28
H 7.95 2.27 -21.72
H 8.42 2.02 -20.07
C 10.89 9.90 -14.94
S 9.07 9.91 -15.29
O 8.45 8.96 -14.25
C 8.69 11.68 -14.86
H 11.44 10.63 -15.54
H 11.27 8.93 -15.27
H 11.09 10.11 -13.89
H 9.12 11.94 -13.89
H 7.60 11.76 -14.92
H 8.99 12.41 -15.62
C 1.53 2.72 -24.13
S 2.55 2.20 -25.54
O 3.58 1.65 -24.56
C 1.54 0.85 -26.17
H 0.46 2.86 -24.30
H 1.96 3.65 -23.77
H 1.67 2.03 -23.30
H 1.49 0.12 -25.36
H 2.05 0.44 -27.04
H 0.62 1.36 -26.45
C 4.21 9.74 -19.14
S 2.84 8.60 -18.65
O 3.23 7.24 -19.20
C 3.20 8.77 -16.81
H 4.22 9.76 -20.23
H 5.18 9.41 -18.76
H 4.14 10.76 -18.77
H 4.26 8.57 -16.61
H 2.73 7.89 -16.38
H 2.70 9.69 -16.52
C 2.10 11.27 -26.88
S 1.05 9.85 -26.49
O 0.32 9.59 -27.78
C 2.35 8.57 -26.37
H 2.47 11.37 -27.90
H 2.90 11.39 -26.15
H 1.69 12.24 -26.59
H 3.06 8.67 -25.55
H 3.02 8.40 -27.21
H 1.84 7.63 -26.15
C -3.28 8.79 -13.19
S -4.72 9.82 -12.92
O -5.71 9.32 -13.98
C -5.23 9.11 -11.25
H -2.84 8.99 -14.16
H -3.37 7.73 -12.93
H -2.52 9.10 -12.47
H -6.09 8.45 -11.35
H -5.60 9.82 -10.52
H -4.45 8.58 -10.70
C 10.80 11.59 -21.92
S 11.95 12.98 -21.37
O 13.25 12.86 -22.10
C 11.04 14.51 -22.11
H 10.34 11.66 -22.91
H 9.96 11.63 -21.24
H 11.33 10.64 -21.84
H 10.13 14.87 -21.63
H 10.75 14.27 -23.13
H 11.78 15.31 -22.20
C 1.84 3.08 -15.37
S 0.65 2.28 -16.47
O -0.08 1.20 -15.60
C -0.43 3.75 -16.59
H 2.31 3.88 -15.94
H 2.51 2.31 -14.98
H 1.32 3.46 -14.49
H -1.23 3.40 -17.25
H 0.10 4.56 -17.08
H -0.73 4.08 -15.59
C 3.36 15.92 -20.16
S 4.48 16.55 -18.84
O 5.31 15.36 -18.35
C 5.58 17.39 -20.04
H 3.93 15.36 -20.90
H 2.99 16.83 -20.64
H 2.56 15.27 -19.83
H 6.45 17.78 -19.52
H 4.98 18.18 -20.50
H 5.97 16.85 -20.91
C 4.37 10.79 -10.82
S 3.11 12.14 -10.56
O 1.78 11.35 -10.45
C 3.65 12.84 -8.92
H 5.33 11.14 -11.18
H 3.91 10.02 -11.44
H 4.54 10.32 -9.85
H 3.72 12.02 -8.20
H 2.78 13.47 -8.73
H 4.56 13.42 -9.01
```

Properties
HOMO-LUMO gap (eV): 8.87
M (g mol⁻¹): 791.3
Energy (eV): -144792.7358


No. 2
DFT (wB97M-V/def2-TZVPD) results for a 2-piece molecular cluster, C34H34F3N2 overall at a distorted geometry.

```
73
Properties=species:S:1:pos:R:3
C 4.58 4.08 -3.49
C 3.42 3.16 -3.25
C 3.59 1.79 -3.43
C 2.55 0.90 -3.17
C 2.76 -0.56 -3.42
C 1.35 1.39 -2.63
N 0.29 0.46 -2.34
C -0.26 0.12 -1.16
N -1.27 -0.75 -1.40
C -2.16 -1.27 -0.42
C -2.88 -0.38 0.40
C -2.84 1.10 0.17
C -3.63 -0.90 1.47
C -3.73 -2.28 1.66
C -4.56 -2.85 2.77
C -3.06 -3.14 0.79
C -2.28 -2.66 -0.25
C -1.51 -3.62 -1.09
C -1.49 -0.98 -2.84
C -0.46 -0.10 -3.49
C 1.11 2.77 -2.58
C -0.24 3.31 -2.27
C 2.17 3.65 -2.85
H 4.29 5.12 -3.33
H 5.41 3.83 -2.82
H 4.95 3.97 -4.52
H 4.56 1.40 -3.78
H 1.85 -1.14 -3.30
H 3.14 -0.71 -4.44
H 3.52 -0.95 -2.72
H -3.32 1.61 1.01
H -1.80 1.44 0.12
H -3.34 1.39 -0.76
H -4.13 -0.21 2.16
H -4.47 -3.94 2.76
H -4.24 -2.47 3.74
H -5.62 -2.59 2.64
H -3.14 -4.22 0.96
H -1.52 -4.60 -0.61
H -1.96 -3.74 -2.09
H -0.47 -3.31 -1.19
H -1.34 -2.03 -3.09
H -2.50 -0.67 -3.10
H -0.90 0.72 -4.05
H 0.23 -0.67 -4.12
H -0.20 4.41 -2.28
H -0.99 3.02 -3.02
H -0.59 3.00 -1.28
H 2.01 4.73 -2.75
F -1.11 -0.05 6.66
C -1.16 0.47 5.38
C -2.06 1.51 5.13
C -2.02 2.07 3.86
F -2.93 3.05 3.56
C -1.12 1.66 2.89
C -0.32 0.49 3.09
C 0.40 -0.05 1.97
C 1.55 -0.89 2.02
C 2.42 -0.88 0.88
C 3.60 -1.60 0.86
C 4.02 -2.33 1.98
C 3.17 -2.36 3.09
F 3.58 -3.06 4.21
C 1.95 -1.71 3.12
C -0.29 -0.02 4.43
H -2.75 1.85 5.89
H -1.02 2.23 1.97
H 0.12 0.29 0.97
H 2.14 -0.25 0.03
H 4.24 -1.58 -0.03
H 4.96 -2.87 2.00
H 1.32 -1.84 4.00
H 0.42 -0.78 4.74
```

Properties
HOMO-LUMO gap (eV): 4.82
M (g mol⁻¹): 527.7
Total charge: +1
Energy (eV): -46934.3031
ΔE to the lowest compared entry with this formula, charge and spin (kcal per mole): 2.4


No. 3
DFT (wB97M-V/def2-TZVPD) results for C3H5F6NO4S2Sn as an isolated structure at a distorted geometry.

```
22
Properties=species:S:1:pos:R:3
Sn -2.65 -1.49 1.05
C -1.12 0.91 -3.07
H -1.44 0.45 -2.12
H -1.09 0.12 -3.85
H -1.35 2.04 -3.10
H -0.03 1.07 -3.05
H -2.18 1.20 -3.71
F 1.97 -3.84 1.35
C 2.01 -2.53 1.66
F 1.98 -2.40 3.00
F 3.16 -2.00 1.20
S 0.50 -1.71 0.91
O 0.42 -1.83 -0.51
O -0.64 -2.35 1.67
N 0.78 -0.21 1.43
S -0.45 0.80 1.44
O -1.50 0.44 0.43
O -0.97 1.10 2.75
C 0.48 2.28 0.77
F 1.51 2.65 1.56
F 0.97 1.97 -0.46
F -0.37 3.32 0.65
```

Properties
HOMO-LUMO gap (eV): 7.97
M (g mol⁻¹): 415.9
Total charge: +2
Energy (eV): -56656.0047
ΔE to the lowest compared entry with this formula, charge and spin (kcal per mole): 0.0


No. 4
DFT (wB97M-V/def2-TZVPD) results for the molecule C23H39NO4.

```
67
Properties=species:S:1:pos:R:3
C 4.68 -5.46 -2.99
C 3.53 -4.50 -2.69
C 3.01 -4.66 -1.27
C 1.86 -3.70 -0.97
C 1.35 -3.85 0.47
C 0.18 -2.91 0.76
C -0.29 -3.04 2.21
C -1.48 -2.14 2.54
C -1.13 -0.65 2.54
C -2.31 0.18 3.02
C -2.11 1.70 2.86
C -0.89 2.18 3.65
C -3.36 2.43 3.38
C -2.06 1.98 1.35
O -2.92 1.57 0.61
N -1.05 2.80 0.93
C -0.73 2.92 -0.46
C 0.33 2.11 -0.91
O 0.91 1.35 0.06
C 1.98 0.51 -0.31
C 0.73 2.13 -2.23
C 0.06 2.96 -3.14
O 0.52 2.90 -4.42
C -0.12 3.69 -5.39
C -0.97 3.76 -2.70
C -1.37 3.76 -1.36
O -2.36 4.66 -1.12
C -2.93 4.81 0.16
H 5.51 -5.28 -2.31
H 4.35 -6.49 -2.86
H 5.04 -5.33 -4.01
H 2.72 -4.69 -3.40
H 3.87 -3.48 -2.84
H 3.83 -4.47 -0.56
H 2.68 -5.69 -1.12
H 1.04 -3.90 -1.66
H 2.19 -2.68 -1.13
H 2.17 -3.64 1.16
H 1.04 -4.88 0.64
H 0.49 -1.89 0.57
H -0.64 -3.14 0.09
H 0.53 -2.81 2.88
H -0.58 -4.08 2.39
H -2.28 -2.32 1.81
H -1.86 -2.41 3.52
H -0.27 -0.50 3.18
H -0.86 -0.33 1.53
H -3.20 -0.09 2.45
H -2.51 -0.04 4.08
H -1.00 1.87 4.69
H 0.03 1.76 3.27
H -0.82 3.27 3.64
H -4.23 2.12 2.81
H -3.52 2.19 4.43
H -3.25 3.51 3.28
H -0.25 2.89 1.53
H 1.68 -0.22 -1.06
H 2.83 1.09 -0.68
H 2.28 -0.01 0.61
H 1.54 1.52 -2.60
H 0.38 3.47 -6.33
H -1.18 3.43 -5.48
H -0.03 4.76 -5.17
H -1.50 4.42 -3.36
H -3.44 3.90 0.48
H -3.65 5.61 0.06
H -2.17 5.09 0.90
```

Properties
HOMO-LUMO gap (eV): 8.90
M (g mol⁻¹): 393.6
SMILES string: CCCCCCCCCCC(C)(C)C(=O)Nc1c(OC)cc(OC)cc1OC
Energy (eV): -34164.1249
ΔE to the lowest compared entry with this formula, charge and spin (kcal per mole): 4.7